{
  "formula": "C55H101BFN4O7",
  "method": "wB97M-V/def2-TZVPD",
  "homo_ev": [-4.76, -4.76],
  "multiplicity": 5,
  "total_charge": -1,
  "s2": 6.02,
  "mol_weight_g_mol": 960.24,
  "energy_ev": -82353.5822,
  "homo_lumo_gap_ev": [6.5622, 6.3346],
  "elements": ["C", "C", "C", "C", "C", "B", "C", "F", "C", "C", "O", "C", "C", "C", "C", "O", "C", "C", "C", "C", "C", "C", "C", "O", "H", "H", "H", "H", "H", "H", "H", "H", "H", "H", "H", "H", "H", "H", "H", "H", "H", "H", "H", "H", "H", "H", "H", "H", "H", "H", "H", "H", "H", "C", "C", "C", "C", "C", "C", "N", "O", "C", "C", "C", "H", "H", "H", "H", "H", "H", "H", "H", "H", "H", "H", "H", "H", "H", "H", "H", "H", "H", "C", "C", "C", "C", "C", "C", "N", "O", "C", "C", "C", "H", "H", "H", "H", "H", "H", "H", "H", "H", "H", "H", "H", "H", "H", "H", "H", "H", "H", "C", "C", "C", "C", "C", "C", "N", "O", "C", "C", "C", "H", "H", "H", "H", "H", "H", "H", "H", "H", "H", "H", "H", "H", "H", "H", "H", "H", "H", "C", "C", "C", "C", "C", "C", "N", "O", "C", "C", "C", "H", "H", "H", "H", "H", "H", "H", "H", "H", "H", "H", "H", "H", "H", "H", "H", "H", "H"],
  "positions_angstrom": [[3.852, -8.429, -0.695], [2.710, -8.042, 0.252], [2.765, -6.587, 0.736], [2.884, -5.516, -0.357], [1.892, -5.795, -1.510], [2.790, -3.976, 0.237], [1.377, -3.184, 0.018], [1.135, -2.785, -1.338], [0.150, -3.891, 0.600], [-0.542, -3.001, 1.632], [3.928, -3.081, -0.179], [4.604, -2.653, 0.978], [6.062, -2.382, 0.638], [6.194, -1.673, -0.707], [6.325, -0.043, -0.652], [7.371, -1.172, -1.103], [4.323, -3.778, 1.965], [4.557, -3.471, 3.410], [3.641, -2.720, 4.123], [3.853, -2.451, 5.461], [4.975, -2.930, 6.102], [5.895, -3.676, 5.398], [5.682, -3.941, 4.058], [2.944, -3.980, 1.752], [3.547, -8.379, -1.737], [4.699, -7.757, -0.551], [4.205, -9.437, -0.478], [1.736, -8.256, -0.191], [2.783, -8.673, 1.142], [3.658, -6.520, 1.365], [1.915, -6.389, 1.390], [3.889, -5.636, -0.778], [2.350, -6.409, -2.291], [1.009, -6.339, -1.168], [1.556, -4.883, -1.998], [1.468, -2.239, 0.566], [-0.565, -4.159, -0.176], [0.515, -4.770, 1.131], [-0.916, -2.104, 1.132], [0.183, -2.677, 2.378], [-1.367, -3.495, 2.148], [4.128, -1.722, 1.321], [6.536, -1.729, 1.366], [6.621, -3.320, 0.534], [5.556, -2.042, -1.513], [5.568, -0.008, -1.483], [6.881, 0.789, -1.072], [4.857, -4.668, 1.602], [2.759, -2.352, 3.621], [3.114, -1.876, 6.002], [5.136, -2.728, 7.152], [6.774, -4.062, 5.894], [6.390, -4.532, 3.489], [-5.117, -1.663, 4.679], [-5.117, -1.043, 3.262], [-6.511, -0.518, 2.910], [-7.529, -1.614, 2.595], [-6.986, -2.567, 1.531], [-5.621, -3.152, 1.894], [-4.673, -2.046, 2.241], [-4.241, -1.472, 1.176], [-5.767, -4.158, 3.047], [-5.054, -3.934, 0.717], [-4.130, 0.117, 3.298], [-4.433, -2.509, 4.739], [-4.778, -0.929, 5.408], [-6.104, -1.996, 4.999], [-6.428, 0.145, 2.043], [-6.866, 0.099, 3.739], [-7.796, -2.164, 3.501], [-8.452, -1.155, 2.236], [-7.685, -3.390, 1.364], [-6.901, -2.028, 0.582], [-4.789, -4.510, 3.375], [-6.334, -5.019, 2.694], [-6.296, -3.766, 3.911], [-4.990, -3.328, -0.183], [-5.706, -4.784, 0.512], [-4.056, -4.312, 0.944], [-3.117, -0.228, 3.512], [-4.435, 0.803, 4.089], [-4.105, 0.682, 2.368], [-1.531, -2.910, -6.537], [-0.528, -3.703, -5.666], [0.044, -2.809, -4.563], [1.064, -1.787, -5.056], [2.162, -2.469, -5.870], [1.610, -3.309, -7.023], [0.577, -4.263, -6.509], [1.123, -5.287, -5.957], [1.038, -2.390, -8.113], [2.730, -4.105, -7.679], [-1.300, -4.850, -5.030], [-1.500, -3.236, -7.577], [-2.547, -3.075, -6.181], [-1.357, -1.834, -6.510], [0.527, -3.432, -3.805], [-0.782, -2.303, -4.058], [0.579, -1.002, -5.647], [1.509, -1.288, -4.193], [2.850, -1.725, -6.279], [2.749, -3.110, -5.207], [0.556, -2.975, -8.898], [1.855, -1.827, -8.565], [0.322, -1.662, -7.743], [3.258, -4.728, -6.963], [3.445, -3.409, -8.119], [2.340, -4.747, -8.471], [-1.684, -5.535, -5.789], [-2.143, -4.434, -4.478], [-0.687, -5.416, -4.332], [-0.114, 1.447, -1.719], [-0.356, 1.580, -0.196], [-1.742, 1.053, 0.167], [-2.887, 1.980, -0.237], [-2.649, 3.396, 0.286], [-1.290, 3.964, -0.127], [-0.203, 3.004, 0.244], [0.080, 3.088, 1.496], [-1.289, 4.266, -1.633], [-1.040, 5.294, 0.568], [0.687, 0.707, 0.481], [0.505, 2.261, -2.095], [0.414, 0.518, -1.929], [-1.038, 1.424, -2.297], [-1.792, 0.889, 1.248], [-1.880, 0.072, -0.293], [-3.010, 1.991, -1.324], [-3.823, 1.590, 0.168], [-3.432, 4.072, -0.070], [-2.714, 3.387, 1.380], [-0.299, 4.583, -1.961], [-1.987, 5.081, -1.830], [-1.600, 3.427, -2.250], [-1.106, 5.208, 1.651], [-1.782, 6.023, 0.244], [-0.053, 5.687, 0.319], [1.701, 1.059, 0.286], [0.592, -0.313, 0.111], [0.552, 0.660, 1.561], [1.961, 10.043, 1.885], [0.783, 9.983, 0.885], [0.233, 11.387, 0.618], [-0.588, 11.964, 1.770], [-1.683, 10.987, 2.195], [-1.145, 9.596, 2.528], [-0.306, 9.092, 1.396], [-1.038, 8.648, 0.438], [-0.351, 9.641, 3.843], [-2.295, 8.625, 2.757], [1.329, 9.399, -0.411], [1.981, 9.162, 2.525], [2.908, 10.067, 1.348], [1.935, 10.928, 2.521], [-0.397, 11.354, -0.276], [1.072, 12.046, 0.382], [0.056, 12.211, 2.618], [-1.043, 12.904, 1.453], [-2.220, 11.371, 3.065], [-2.416, 10.902, 1.386], [0.117, 8.677, 4.043], [-1.037, 9.859, 4.662], [0.420, 10.406, 3.867], [-2.971, 8.585, 1.906], [-2.864, 8.951, 3.628], [-1.923, 7.617, 2.943], [1.681, 8.378, -0.263], [2.168, 10.012, -0.741], [0.583, 9.393, -1.202]],
  "forces_ev_per_angstrom": [[-0.1, 0.0, 0.2], [0.1, 0.0, 0.3], [0.4, -0.1, -0.2], [-0.2, 0.1, -0.3], [0.2, -0.1, -0.1], [-0.2, 0.1, 0.5], [0.1, -0.1, 0.2], [-0.2, 0.0, -0.1], [0.2, 0.3, 0.5], [0.0, 0.2, -0.2], [0.2, -0.4, -0.3], [0.0, 0.2, -0.8], [0.2, 0.3, -0.8], [0.5, 0.3, 2.3], [-1.0, -1.5, -2.6], [-0.4, 0.2, -0.7], [-1.2, 0.2, -0.1], [0.3, -0.2, -0.4], [-0.2, 0.2, 0.0], [-0.4, 0.2, -0.1], [0.2, 0.0, 0.5], [0.3, -0.2, 0.0], [0.3, -0.2, -0.1], [0.1, -0.2, -0.2], [0.1, 0.0, -0.1], [0.1, 0.0, -0.1], [0.0, -0.1, -0.1], [0.0, -0.1, -0.1], [-0.1, -0.1, 0.0], [-0.1, 0.1, 0.2], [-0.1, 0.0, 0.0], [0.1, 0.1, -0.1], [-0.1, -0.1, 0.0], [-0.1, 0.1, 0.1], [0.0, 0.1, 0.0], [0.2, 0.1, -0.1], [0.1, -0.2, -0.2], [-0.2, -0.3, -0.2], [-0.2, 0.1, 0.1], [0.0, 0.0, 0.1], [-0.1, 0.0, 0.0], [0.1, 0.0, 0.4], [0.1, -0.2, 0.2], [-0.1, -0.1, 0.1], [-0.2, 0.2, 0.3], [0.4, 0.2, -0.3], [0.5, 0.6, 1.7], [0.4, 0.0, 0.3], [-0.1, -0.1, -0.1], [0.0, 0.1, 0.1], [0.0, 0.0, 0.1], [0.1, 0.0, 0.0], [0.1, -0.1, 0.0], [0.0, -0.2, 0.0], [0.2, -0.1, 1.0], [-0.2, 0.0, -0.3], [0.1, 0.0, 0.0], [-0.1, 0.3, 0.0], [0.0, -0.9, 0.4], [-0.9, 0.8, -0.9], [0.5, 0.0, 0.1], [0.0, 0.1, 0.1], [0.1, 0.1, -0.2], [0.1, 0.2, -0.3], [0.0, 0.0, 0.0], [0.0, 0.1, 0.0], [0.0, -0.1, 0.0], [0.1, 0.0, 0.0], [0.0, 0.0, 0.0], [0.0, 0.0, 0.0], [0.0, 0.0, 0.0], [0.0, 0.0, 0.0], [0.1, 0.0, 0.0], [0.0, 0.0, 0.0], [0.0, 0.0, -0.1], [0.0, 0.0, 0.0], [0.0, 0.0, 0.0], [0.0, 0.0, 0.0], [0.0, 0.0, 0.0], [0.0, -0.1, 0.0], [0.0, 0.0, 0.1], [0.0, -0.1, -0.1], [0.1, 0.0, -0.1], [-0.9, 0.4, -0.3], [0.4, 0.0, 0.2], [0.0, 0.0, -0.1], [0.0, 0.0, 0.3], [0.0, 0.5, -0.8], [0.7, 0.1, 1.2], [-0.2, -0.3, -0.4], [-0.2, 0.0, 0.0], [0.1, -0.2, 0.1], [0.2, -0.3, 0.1], [0.0, 0.0, 0.0], [0.0, 0.0, 0.1], [0.1, 0.0, 0.0], [0.0, -0.1, 0.0], [-0.1, 0.0, 0.0], [0.0, 0.0, 0.0], [0.0, 0.0, 0.0], [0.0, 0.0, -0.1], [-0.1, -0.1, 0.0], [0.0, 0.0, 0.0], [0.1, 0.0, 0.0], [0.0, 0.0, 0.0], [-0.1, 0.0, 0.0], [0.0, 0.0, 0.0], [0.0, 0.0, 0.0], [0.0, 0.0, 0.0], [0.0, 0.0, 0.0], [0.0, 0.0, -0.1], [0.0, 0.1, -0.1], [0.4, -0.5, -1.0], [-0.4, 0.1, 0.2], [0.1, 0.1, 0.0], [-0.1, -0.3, 0.1], [0.0, 0.6, -0.8], [-1.0, -0.4, 1.0], [0.4, 0.2, -0.1], [0.0, -0.1, -0.1], [0.0, 0.1, 0.3], [0.2, 0.0, 0.5], [0.0, 0.0, 0.0], [-0.1, -0.1, 0.1], [0.0, 0.1, 0.0], [0.1, 0.1, 0.0], [0.1, 0.0, 0.0], [0.0, 0.0, 0.0], [0.0, 0.0, 0.0], [0.0, 0.0, 0.0], [0.1, 0.0, 0.0], [0.0, 0.0, 0.0], [0.0, 0.0, 0.1], [0.0, 0.0, 0.0], [0.1, -0.1, 0.0], [0.0, 0.0, -0.1], [0.0, 0.0, 0.0], [0.0, 0.0, -0.1], [0.0, 0.0, -0.2], [0.0, 0.2, 0.0], [-0.1, -0.1, 0.1], [1.0, 0.0, 0.3], [-0.3, 0.2, 0.0], [0.0, -0.1, 0.0], [0.0, 0.2, -0.3], [0.2, -0.2, 1.0], [-0.8, 0.9, -0.8], [0.1, -0.4, 0.0], [0.1, 0.0, 0.0], [-0.2, -0.1, -0.2], [-0.1, -0.1, -0.2], [0.0, 0.0, 0.0], [0.0, 0.0, -0.1], [-0.1, 0.0, 0.0], [0.0, -0.1, 0.0], [0.0, 0.0, 0.0], [0.0, 0.0, 0.0], [0.0, 0.0, 0.0], [0.0, 0.0, 0.0], [0.0, -0.1, 0.0], [0.0, 0.0, 0.0], [-0.1, 0.0, 0.0], [0.0, 0.0, 0.0], [0.1, 0.0, 0.0], [0.0, 0.0, 0.0], [0.0, 0.0, 0.0], [0.0, 0.0, 0.0], [0.0, 0.0, 0.0], [0.0, -0.1, 0.1]]
}

---

{
  "formula": "C27H45As2N8O2PSTi",
  "method": "wB97M-V/def2-TZVPD",
  "homo_ev": [-4.40, -6.62],
  "multiplicity": 3,
  "total_charge": 0,
  "s2": 2.04,
  "mol_weight_g_mol": 774.46,
  "e_above_lowest_kcal_mol": 35.1,
  "energy_ev": -209664.8082,
  "homo_lumo_gap_ev": [4.7123, 6.9122],
  "elements": ["Ti", "N", "C", "S", "N", "N", "C", "C", "C", "C", "C", "C", "C", "O", "H", "H", "H", "H", "H", "H", "H", "C", "As", "C", "C", "C", "C", "C", "C", "C", "As", "C", "C", "H", "H", "H", "H", "H", "H", "H", "H", "H", "H", "H", "H", "H", "H", "H", "H", "C", "N", "C", "P", "O", "N", "C", "C", "N", "C", "C", "H", "H", "H", "H", "H", "H", "H", "H", "H", "H", "H", "H", "H", "H", "H", "H", "H", "H", "N", "C", "C", "N", "C", "H", "H", "H", "H"],
  "positions_angstrom": [[0.358, 0.915, 0.009], [2.585, 1.839, -3.838], [1.897, 1.726, -2.628], [2.491, 0.571, -1.478], [0.860, 2.473, -2.474], [0.254, 2.383, -1.229], [-0.628, 3.372, -0.983], [-1.122, 3.683, 0.316], [-2.132, 4.657, 0.461], [-2.625, 5.027, 1.697], [-2.104, 4.446, 2.849], [-1.102, 3.489, 2.742], [-0.616, 3.069, 1.508], [0.290, 2.087, 1.457], [3.539, 1.524, -3.763], [2.498, 2.755, -4.257], [-0.914, 4.005, -1.819], [-2.522, 5.122, -0.438], [-3.404, 5.775, 1.769], [-2.471, 4.739, 3.825], [-0.679, 3.029, 3.629], [4.331, 2.055, 2.204], [2.893, 0.802, 1.717], [4.127, -0.724, 1.411], [2.236, 0.322, 3.509], [2.840, 0.781, 4.675], [2.283, 0.538, 5.922], [1.095, -0.170, 6.014], [0.489, -0.645, 4.861], [1.046, -0.413, 3.607], [0.205, -1.073, 1.963], [-1.399, -1.928, 2.748], [1.161, -2.795, 1.818], [5.089, 1.578, 2.823], [3.925, 2.929, 2.712], [4.788, 2.380, 1.270], [4.384, -1.220, 2.345], [5.032, -0.337, 0.943], [3.680, -1.435, 0.718], [3.761, 1.347, 4.617], [2.769, 0.908, 6.816], [0.638, -0.350, 6.979], [-0.440, -1.193, 4.954], [-1.093, -2.663, 3.490], [-1.943, -2.437, 1.954], [-2.067, -1.202, 3.208], [1.017, -3.380, 2.725], [2.223, -2.639, 1.658], [0.749, -3.337, 0.965], [1.575, -3.129, -1.641], [0.392, -3.005, -2.481], [0.242, -4.020, -3.511], [-0.551, -1.645, -2.460], [-0.150, -0.783, -1.323], [-2.175, -2.026, -2.313], [-2.895, -2.782, -3.322], [-2.693, -2.228, -0.967], [-0.492, -1.067, -4.016], [0.814, -0.986, -4.672], [-1.387, 0.008, -4.429], [2.480, -3.186, -2.254], [1.517, -4.030, -1.022], [1.661, -2.254, -1.002], [1.223, -4.292, -3.908], [-0.361, -3.642, -4.335], [-0.227, -4.927, -3.117], [-2.458, -2.611, -4.303], [-3.938, -2.456, -3.345], [-2.884, -3.859, -3.111], [-2.096, -1.658, -0.262], [-2.680, -3.288, -0.680], [-3.727, -1.873, -0.911], [1.498, -1.718, -4.246], [1.267, -0.002, -4.553], [0.693, -1.194, -5.739], [-2.327, -0.058, -3.884], [-1.599, -0.092, -5.497], [-0.931, 0.991, -4.261], [-3.820, 1.151, -0.475], [-3.808, 1.069, 0.897], [-2.510, 0.878, 1.238], [-1.728, 0.844, 0.102], [-2.549, 1.031, -0.907], [-4.615, 1.366, -1.049], [-4.697, 1.155, 1.496], [-2.081, 0.827, 2.221], [-2.257, 1.110, -1.939]],
  "forces_ev_per_angstrom": [[2.3, -1.9, -0.9], [0.0, 0.0, -0.1], [0.0, 0.0, 0.1], [0.1, 0.1, -0.1], [0.0, 0.4, -0.4], [-0.4, 0.3, -0.6], [0.1, 0.3, -0.2], [0.1, 0.0, 0.1], [0.0, 0.0, 0.0], [-0.1, 0.0, 0.0], [0.0, 0.0, 0.0], [0.1, -0.1, 0.0], [-0.1, 0.5, 0.0], [-0.6, 1.0, 1.2], [0.0, 0.0, 0.0], [0.0, 0.0, 0.0], [0.0, 0.0, 0.0], [0.0, 0.0, 0.0], [0.0, 0.0, 0.0], [0.0, 0.0, 0.0], [0.0, 0.0, 0.0], [-0.3, 0.1, -0.1], [0.5, -0.4, 0.3], [-0.1, 0.1, -0.1], [-0.1, 0.0, 0.0], [0.1, 0.0, 0.0], [0.0, 0.0, 0.0], [0.0, 0.0, 0.0], [-0.1, -0.1, 0.0], [0.1, 0.1, 0.0], [0.1, -0.9, 0.8], [0.0, 0.2, -0.2], [-0.1, 0.1, -0.1], [0.0, 0.0, 0.0], [0.0, 0.0, 0.0], [0.0, 0.0, 0.0], [0.0, 0.0, 0.0], [0.0, 0.0, 0.0], [0.0, 0.0, 0.0], [0.0, 0.0, 0.0], [0.0, 0.0, 0.0], [0.0, 0.0, 0.0], [0.0, 0.0, 0.0], [0.0, 0.0, 0.0], [0.0, 0.0, 0.0], [0.0, 0.0, 0.0], [0.0, 0.1, 0.0], [0.0, 0.0, 0.0], [0.0, 0.0, 0.1], [0.0, 0.0, 0.0], [0.1, 0.3, 0.0], [-0.1, 0.0, 0.1], [-0.3, -0.3, -0.5], [-0.3, -0.2, 0.1], [0.3, 0.1, 0.1], [0.0, 0.0, 0.0], [0.0, 0.0, 0.0], [0.2, 0.0, 0.5], [0.1, 0.0, -0.1], [0.0, 0.1, 0.0], [0.0, 0.0, 0.0], [0.0, 0.0, 0.0], [0.0, 0.0, 0.0], [0.0, 0.0, 0.0], [0.0, 0.0, 0.0], [0.0, 0.0, 0.0], [0.0, 0.0, 0.0], [0.0, 0.0, 0.0], [0.0, 0.0, 0.0], [0.0, 0.0, 0.1], [0.0, 0.0, 0.0], [0.0, 0.0, 0.0], [0.0, 0.0, 0.0], [0.0, 0.0, 0.0], [0.0, 0.0, 0.0], [0.0, 0.0, 0.0], [0.0, 0.0, 0.0], [0.0, 0.0, 0.1], [0.1, 0.1, -0.1], [0.0, -0.1, 0.1], [-0.1, 0.0, 0.0], [-1.5, 0.1, 0.1], [0.0, 0.0, 0.1], [0.0, 0.0, 0.0], [0.0, 0.0, 0.0], [0.0, 0.0, 0.0], [0.0, 0.0, 0.0]]
}

---

{
  "formula": "C3H4GdO3",
  "method": "wB97M-V/def2-TZVPD",
  "homo_ev": [-12.67, -13.47],
  "multiplicity": 8,
  "total_charge": 1,
  "s2": 16.61,
  "mol_weight_g_mol": 245.31,
  "e_above_lowest_kcal_mol": 89.2,
  "energy_ev": -30138.7153,
  "homo_lumo_gap_ev": [6.3179, 7.6320],
  "elements": ["H", "Gd", "O", "C", "C", "O", "O", "C", "H", "H", "H"],
  "positions_angstrom": [[4.130, 0.205, 1.245], [2.587, -0.325, 0.202], [-1.616, -0.432, -1.305], [-0.966, -1.412, -0.775], [-0.867, 1.027, -0.267], [0.034, -1.916, -1.314], [-0.788, -1.114, 0.551], [-0.222, 0.193, 0.706], [-0.380, 1.801, -0.867], [-1.803, 1.476, 0.071], [-0.109, 0.496, 1.752]],
  "forces_ev_per_angstrom": [[-0.1, 0.1, 0.1], [-0.3, -0.7, -0.5], [-0.8, 2.7, 0.0], [5.9, 3.7, -1.7], [-2.6, -0.2, -1.7], [-2.4, -1.5, 0.6], [1.1, 0.5, 3.9], [-0.5, -3.2, 0.1], [0.3, -0.8, -0.4], [-0.3, -0.5, -0.1], [-0.2, -0.1, -0.3]]
}

---

{
  "formula": "C5H4O2",
  "method": "wB97M-V/def2-TZVPD",
  "homo_ev": -8.56,
  "total_charge": 0,
  "mol_weight_g_mol": 96.08,
  "e_above_lowest_kcal_mol": 38.3,
  "energy_ev": -9342.5233,
  "homo_lumo_gap_ev": 9.3773,
  "elements": ["O", "C", "C", "C", "C", "C", "O", "H", "H", "H", "H"],
  "positions_angstrom": [[-1.611, -2.721, 0.342], [-1.272, -1.642, 0.254], [1.335, -0.525, -0.660], [0.702, 0.649, -0.718], [-0.172, 1.299, 0.267], [-1.033, 0.823, 1.152], [-1.825, 0.570, 1.972], [1.306, -1.176, 0.209], [1.925, -0.869, -1.506], [0.842, 1.254, -1.613], [-0.206, 2.386, 0.276]],
  "forces_ev_per_angstrom": [[0.4, 1.0, -0.1], [-0.6, -1.5, 0.0], [-0.1, 0.2, 0.0], [0.1, -0.1, 0.0], [-0.1, 0.0, 0.1], [-0.4, 0.1, 0.5], [0.8, 0.2, -0.6], [0.0, 0.1, -0.1], [-0.1, 0.1, 0.2], [0.0, -0.1, 0.1], [0.0, 0.0, 0.0]]
}